Entry 1:
C2H4P2 | ωB97M-V/def2-TZVPD

Geometry (Å):
P 2.3953 0.5649 -0.5743
C 1.0155 0.0810 0.3381
C -0.3440 0.2316 1.1179
P -1.7081 -0.2565 2.0532
H 2.1814 -0.3602 -1.6173
H 3.2827 -0.3275 0.0806
H -2.6710 0.0600 1.0692
H -1.8724 0.9982 2.6776

Forces on atoms 1 to 6 (eV/Å):
P 0.8336 0.1611 -0.3734
C -12.5815 0.6190 7.4047
C 12.5404 -0.6012 -7.3965
P -0.7107 -0.2648 0.4983
H -0.0400 0.0416 -0.2240
H 0.1320 0.1250 -0.0259



Entry 2:
C2H4S | ωB97M-V/def2-TZVPD

Geometry (Å):
C 0.2840 -0.9606 1.0572
C 0.3498 0.4535 0.4733
S 1.8267 -0.4945 0.7950
H -1.3471 -0.8233 -1.5315
H -1.6409 -0.1175 -1.3385
H 0.1069 0.5855 -0.5397
H 0.4205 1.3568 1.0843

Forces on atoms 1 to 6 (eV/Å):
C -1.3174 0.3707 0.2852
C 1.0139 0.2434 1.3393
S 1.7165 -0.3723 -0.3804
H -0.6554 1.3129 0.3105
H 0.4398 -1.4391 -0.4779
H -0.3211 0.2139 -1.0276



| no. | maximum force (eV/Å) | total energy (eV) |
| --- | --- | --- |
| 1 | 14.61 | -20710.05792 |
| 2 | 1.80 | -12969.46031 |